No. 1
A 3-piece molecular cluster, C4H6O2 overall. Source: OMol25; level of theory: the ωB97M-V functional and the def2-TZVPD basis.

The geometry in XYZ format:
```
12
Properties=species:S:1:pos:R:3
C 1.13 -0.02 -1.33
C 0.60 0.90 0.64
O 0.82 1.93 1.08
C -0.93 -0.40 1.30
C -1.31 -0.52 -0.02
O -0.51 -1.00 -0.89
H 0.82 -0.48 -2.26
H 1.95 -0.55 -0.85
H 1.34 1.04 -1.48
H -0.16 -1.06 1.69
H -1.58 0.08 2.03
H -2.23 -0.03 -0.36
```

Values from the calculation:
- Frontier orbital gap (spin up / spin down): 8.78 / 8.78 eV
- Total charge: 0
- Spin multiplicity: 1
- Energy above the lowest of the compared OMol25 structures with the same formula, charge and spin: 491.3 kJ/mol

=====

No. 2
C19H26BrClNO6Si2V as an isolated structure. Source: OMol25; level of theory: the ωB97M-V functional and the def2-TZVPD basis.

The geometry in XYZ format:
```
57
Properties=species:S:1:pos:R:3
V 0.27 1.33 1.34
C 2.54 3.63 -0.53
Si 2.88 3.14 1.24
C 4.72 3.19 1.56
C 2.01 4.25 2.46
C 2.24 1.32 1.58
C 2.06 1.08 3.05
C 2.96 1.02 4.10
C 2.44 0.79 5.36
C 1.07 0.63 5.56
C 0.23 0.71 4.47
N 0.75 0.92 3.26
Si 3.10 -0.19 0.71
C 2.42 -1.75 1.49
C 4.93 -0.16 1.06
C 2.76 -0.09 -1.12
H 3.02 4.59 -0.71
H 1.48 3.75 -0.76
H 2.97 2.92 -1.24
H 5.00 4.25 1.60
H 5.29 2.72 0.76
H 5.01 2.74 2.51
H 2.42 5.26 2.36
H 2.18 3.94 3.49
H 0.93 4.34 2.31
H 4.02 1.16 3.94
H 3.11 0.73 6.21
H 0.66 0.45 6.54
H -0.84 0.61 4.54
H 2.63 -1.78 2.56
H 2.94 -2.60 1.05
H 1.35 -1.90 1.34
H 5.15 0.00 2.12
H 5.47 0.59 0.48
H 5.34 -1.14 0.80
H 1.72 0.14 -1.35
H 2.98 -1.05 -1.58
H 3.39 0.65 -1.60
O -2.86 2.90 0.68
Cl -1.58 3.25 1.08
O -1.34 4.62 1.23
O -0.55 2.64 0.13
O -1.16 2.49 2.31
Br -7.77 -6.55 -3.27
C -7.67 -5.79 -4.96
C -8.44 -6.24 -6.01
C -8.33 -5.63 -7.26
C -7.46 -4.56 -7.49
C -6.68 -4.09 -6.47
C -6.79 -4.71 -5.20
C -6.02 -4.24 -4.15
O -5.37 -3.82 -3.33
O -0.12 -0.05 0.76
H -9.13 -7.06 -5.86
H -8.94 -5.99 -8.07
H -7.40 -4.11 -8.47
H -5.99 -3.26 -6.61
```

Values from the calculation:
- Frontier orbital gap: 7.33 eV
- Total charge: +2
- Spin multiplicity: 1
- Energy above the lowest of the compared OMol25 structures with the same formula, charge and spin: 0.0 kJ/mol

=====

No. 3
C22H22BMnN6O3S2 as an isolated structure. Source: OMol25; level of theory: the ωB97M-V functional and the def2-TZVPD basis.

The geometry in XYZ format:
```
57
Properties=species:S:1:pos:R:3
Mn -0.93 0.48 0.85
O 2.12 3.24 -0.71
C 3.16 2.48 -0.33
C 4.42 2.88 -0.78
C 5.55 2.17 -0.44
C 5.46 1.04 0.38
C 4.22 0.65 0.84
C 3.06 1.35 0.50
C 1.76 0.86 0.99
O 0.67 1.38 0.44
N 1.71 -0.04 1.91
N 0.36 -0.39 2.11
C 0.12 -1.30 2.97
C -1.20 -1.83 3.24
C -1.31 -2.85 4.20
C -2.52 -3.42 4.50
C -3.66 -2.97 3.82
C -3.57 -1.97 2.87
C -2.34 -1.37 2.56
O -2.32 -0.40 1.66
H 1.29 2.81 -0.41
H 4.47 3.76 -1.41
H 6.52 2.50 -0.80
H 6.35 0.49 0.65
H 4.12 -0.22 1.49
H 0.97 -1.71 3.50
H -0.41 -3.18 4.70
H -2.59 -4.20 5.24
H -4.62 -3.40 4.04
H -4.45 -1.62 2.34
C 2.42 -1.99 -1.14
N 1.85 -0.88 -1.88
C 2.55 -0.02 -2.70
C 1.65 0.87 -3.17
N 0.41 0.57 -2.63
B -0.78 1.57 -2.97
N -2.16 1.04 -2.46
C -2.96 0.20 -3.19
C -4.08 -0.05 -2.47
N -3.95 0.66 -1.30
C -4.92 0.70 -0.21
C -2.78 1.33 -1.31
S -2.21 2.31 0.02
C 0.54 -0.51 -1.84
S -0.63 -1.35 -0.88
H 3.50 -1.98 -1.29
H 2.01 -2.94 -1.48
H 2.20 -1.88 -0.08
H 3.61 -0.11 -2.86
H 1.78 1.71 -3.82
H -0.85 1.64 -4.18
H -0.53 2.62 -2.45
H -2.66 -0.17 -4.15
H -4.94 -0.66 -2.68
H -5.74 0.04 -0.48
H -5.29 1.71 -0.07
H -4.45 0.36 0.71
```

Values from the calculation:
- Frontier orbital gap (spin up / spin down): 7.00 / 7.48 eV
- Total charge: 0
- Spin multiplicity: 5

=====

No. 4
A 2-piece molecular cluster, C27H40N3 overall. Source: OMol25; level of theory: the ωB97M-V functional and the def2-TZVPD basis.

The geometry in XYZ format:
```
70
Properties=species:S:1:pos:R:3
C -6.70 -3.13 -0.36
C -6.92 -2.63 -1.79
C -5.77 -1.65 -2.08
N -4.82 -1.83 -1.00
C -3.64 -1.16 -0.93
C -3.37 -0.03 -1.75
C -2.18 0.65 -1.64
C -1.12 0.15 -0.82
C 0.17 0.76 -0.81
C 1.38 0.03 -0.90
C 1.49 -1.19 -1.67
C 2.70 -1.84 -1.82
C 3.84 -1.43 -1.07
N 4.99 -2.17 -1.07
C 5.89 -2.21 0.07
C 7.02 -3.17 -0.31
C 6.91 -3.38 -1.83
C 5.53 -2.82 -2.25
C 3.73 -0.26 -0.26
C 2.57 0.49 -0.26
C -1.37 -1.03 -0.06
C -2.62 -1.62 -0.05
C -5.23 -2.81 -0.02
H -7.34 -2.58 0.34
H -6.90 -4.20 -0.24
H -6.85 -3.47 -2.49
H -7.89 -2.14 -1.92
H -5.30 -1.86 -3.06
H -6.13 -0.61 -2.12
H -4.14 0.31 -2.45
H -1.99 1.54 -2.24
H 0.23 1.85 -0.82
H 0.61 -1.57 -2.18
H 2.79 -2.72 -2.46
H 6.28 -1.20 0.28
H 5.35 -2.54 0.97
H 7.99 -2.76 -0.02
H 6.87 -4.12 0.21
H 7.69 -2.84 -2.35
H 6.98 -4.44 -2.10
H 4.85 -3.61 -2.60
H 5.65 -2.10 -3.07
H 4.60 0.06 0.32
H 2.54 1.44 0.27
H -0.57 -1.46 0.55
H -2.81 -2.48 0.59
H -5.12 -2.41 1.00
H -4.62 -3.72 -0.09
C -3.74 4.10 1.08
C -2.45 3.29 0.92
C -1.36 3.87 1.81
N -0.10 3.14 1.76
C 0.84 3.72 2.73
C 2.15 2.95 2.88
C 3.07 3.64 3.88
H -4.54 3.70 0.45
H -4.08 4.08 2.12
H -3.57 5.14 0.79
H -2.62 2.24 1.21
H -2.12 3.30 -0.12
H -1.19 4.93 1.52
H -1.69 3.87 2.86
H 0.30 3.20 0.82
H 1.07 4.77 2.46
H 0.32 3.74 3.70
H 1.92 1.93 3.21
H 2.64 2.88 1.89
H 4.02 3.11 3.98
H 3.28 4.66 3.57
H 2.60 3.66 4.87
```

Values from the calculation:
- Frontier orbital gap: 5.88 eV
- Total charge: +1
- Spin multiplicity: 1

=====

No. 5
A 2-piece molecular cluster, C4H11N2O overall. Source: OMol25; level of theory: the ωB97M-V functional and the def2-TZVPD basis.

The geometry in XYZ format:
```
18
Properties=species:S:1:pos:R:3
C -0.88 -0.28 2.39
C 0.14 -0.39 1.48
N 0.12 0.49 0.32
N -1.29 -1.25 3.25
H -1.36 0.71 2.58
H 0.92 -1.14 1.50
H -0.26 -0.01 -0.51
H -0.36 1.38 0.48
H 1.07 0.74 0.02
H -0.72 -2.06 3.41
H -1.89 -0.97 4.02
C 0.46 -0.79 -2.34
C 0.31 0.49 -2.74
O 1.13 1.51 -2.30
H -0.37 -1.51 -2.60
H 1.31 -1.16 -1.81
H -0.46 0.83 -3.46
H 1.24 2.19 -3.00
```

Values from the calculation:
- Frontier orbital gap (spin up / spin down): 8.17 / 4.33 eV
- Total charge: +2
- Spin multiplicity: 2
- Energy above the lowest of the compared OMol25 structures with the same formula, charge and spin: 141.5 kJ/mol

=====

No. 6
An isolated molecule of C10H14O3. Source: OMol25; level of theory: the ωB97M-V functional and the def2-TZVPD basis.

The geometry in XYZ format:
```
27
Properties=species:S:1:pos:R:3
C 0.36 -1.76 1.86
C 0.89 -3.00 1.14
C 1.92 -2.54 0.16
O 1.54 -2.03 -1.09
C 1.66 -1.03 -0.05
C 0.41 -0.68 0.77
O -0.77 -0.69 -0.02
C -1.06 0.52 -0.79
C -1.94 1.52 -0.05
C -1.64 2.85 -0.75
C -0.23 2.78 -1.35
O 0.77 2.24 -0.54
C 0.17 1.28 -1.35
H 1.01 -1.58 2.70
H -0.64 -1.85 2.24
H 1.26 -3.70 1.84
H 0.11 -3.47 0.55
H 2.94 -2.88 0.28
H 2.46 -0.29 -0.04
H 0.57 0.26 1.32
H -1.69 0.16 -1.62
H -3.00 1.27 -0.10
H -1.60 1.56 0.99
H -1.69 3.72 -0.09
H -2.38 2.95 -1.53
H -0.05 3.46 -2.19
H 0.62 0.91 -2.28
```

Values from the calculation:
- Structure (SMILES): C1C[C@H]2O[C@H]2[C@H]1O[C@H]1CC[C@H]2O[C@@H]12
- Frontier orbital gap: 10.42 eV
- Total charge: 0
- Spin multiplicity: 1
- Energy above the lowest of the compared OMol25 structures with the same formula, charge and spin: 307.6 kJ/mol

=====

No. 7
An isolated ion of composition C5H6N and charge +1. Source: OMol25; level of theory: the ωB97M-V functional and the def2-TZVPD basis.

The geometry in XYZ format:
```
12
Properties=species:S:1:pos:R:3
C 1.23 -1.05 -0.52
N 0.25 -0.08 0.01
C -1.08 0.03 -0.43
C -1.84 0.96 0.38
C -0.80 1.52 1.02
C 0.49 0.66 1.07
H 1.75 -1.68 0.27
H 0.76 -1.68 -1.30
H 1.97 -0.35 -1.13
H -1.27 -0.35 -1.43
H -2.83 1.24 0.47
H 1.38 0.78 1.60
```

Values from the calculation:
- Structure (SMILES): C[N+]1=CC=C=C1
- Frontier orbital gap (spin up / spin down): 7.66 / 8.62 eV
- Total charge: +1
- Spin multiplicity: 1
- Energy above the lowest of the compared OMol25 structures with the same formula, charge and spin: 495.4 kJ/mol

=====

Number 1: strongest force on any atom 0.0225 Eh/bohr. Number 2: strongest force on any atom 0.0051 Eh/bohr. Number 3: strongest force on any atom 0.0121 Eh/bohr. Number 4: strongest force on any atom 0.0263 Eh/bohr. Number 5: strongest force on any atom 0.0711 Eh/bohr. Number 6: strongest force on any atom 0.0628 Eh/bohr. Number 7: strongest force on any atom 0.1080 Eh/bohr.